Here is a 15-piece molecular cluster, C31H49BN14O3 overall from the OMol25 dataset. Energies are from wB97M-V/def2-TZVPD.

Last column: Mulliken charge in e.
Atoms and positions in Å:
C1 1.08606 -0.66015 -1.74971  0.03
B1 2.17622 -1.68772 -2.50446  0.57
O1 2.40890 -3.08892 -2.08061  -0.40
C2 3.05437 -1.19176 -3.84512  -0.66
O2 2.32610 -1.79626 -5.00892  -0.30
C3 1.71127 -0.60022 -5.66577  0.27
O3 2.16769 -0.31430 -6.91563  -0.53
H1 0.20693 -1.32053 -1.30077  0.19
H2 0.55799 0.03281 -2.56505  0.05
H3 1.60176 -0.03439 -0.89754  -0.28
H4 3.25550 -3.37764 -2.55642  0.23
H5 3.01012 -0.01810 -3.85110  0.27
H6 4.15207 -1.62947 -3.84953  0.28
H7 0.89202 0.02944 -5.10575  0.30
C4 2.01208 -6.00069 -0.93213  0.09
C5 1.96100 -6.29265 0.51024  0.37
N1 1.92070 -6.52330 1.64979  -0.47
H8 1.74965 -4.95867 -1.14344  -0.04
H9 3.01192 -6.17243 -1.34447  -0.09
H10 1.31653 -6.63031 -1.49719  0.14
C6 6.34591 -6.64442 0.43328  -0.85
C7 5.71281 -6.37744 -0.86911  0.52
N2 5.21263 -6.16657 -1.89806  -0.56
H11 5.60112 -6.78817 1.22318  0.30
H12 6.96525 -7.54708 0.40455  0.30
H13 6.99301 -5.81783 0.74553  0.29
C8 -2.17270 -2.45617 -4.12888  -0.63
C9 -1.46412 -1.17869 -3.94374  0.46
N3 -0.90433 -0.16942 -3.79754  -0.57
H14 -3.21379 -2.39334 -3.79494  0.34
H15 -2.18819 -2.76149 -5.18042  0.30
H16 -1.70013 -3.26650 -3.56360  0.00
C10 9.30564 -5.08734 -3.21292  -0.79
C11 9.25456 -5.37930 -1.77055  0.38
N4 9.21426 -5.60995 -0.63100  -0.40
H17 9.04321 -4.04532 -3.42423  0.26
H18 10.30549 -5.25908 -3.62526  0.30
H19 8.61010 -5.71696 -3.77798  0.27
C12 -1.04281 3.19371 -1.57662  -0.56
C13 0.29135 2.69022 -1.20947  0.41
N5 1.34540 2.29240 -0.91946  -0.40
H20 -0.98333 4.15739 -2.09346  0.24
H21 -1.56728 2.50102 -2.24319  0.22
H22 -1.67732 3.33788 -0.69565  0.05
C14 -1.49073 6.57661 0.17949  -0.43
C15 -2.60363 5.68173 0.53859  0.37
N6 -3.48289 4.97478 0.82231  -0.42
H23 -1.42529 6.72625 -0.90341  -0.16
H24 -1.60315 7.56544 0.63643  0.35
H25 -0.52649 6.17548 0.50936  0.29
C16 0.49358 9.03624 -2.88158  -0.79
C17 -0.78711 8.30954 -2.87544  0.45
N7 -1.79894 7.73545 -2.87063  -0.46
H26 1.21162 8.58456 -3.57421  0.27
H27 0.36467 10.08056 -3.18484  0.28
H28 0.96002 9.04228 -1.89068  0.27
C18 2.69514 0.73429 2.08949  -0.73
C19 1.41445 0.00759 2.09562  0.39
N8 0.40263 -0.56650 2.10043  -0.57
H29 3.41318 0.28262 1.39685  0.22
H30 2.56623 1.77862 1.78623  0.24
H31 3.16158 0.74034 3.08039  0.45
C20 -4.93656 2.25553 2.64079  -0.75
C21 -6.21726 1.52883 2.64693  0.43
N9 -7.22908 0.95475 2.65174  -0.45
H32 -4.21852 1.80386 1.94816  0.29
H33 -5.06547 3.29986 2.33753  0.24
H34 -4.47012 2.26158 3.63169  0.27
C22 5.33931 1.41818 -1.47351  -0.37
C23 5.28823 1.12622 -0.03114  0.48
N10 5.24793 0.89557 1.10841  -0.51
H35 5.07688 2.46020 -1.68482  0.29
H36 6.33915 1.24644 -1.88585  0.34
H37 4.64376 0.78857 -2.03857  -0.21
C24 -8.85198 3.44408 4.49965  -0.56
C25 -8.70342 4.86609 4.85194  0.32
N11 -8.58611 5.98954 5.13029  -0.41
H38 -8.42227 2.79045 5.26610  0.25
H39 -9.90440 3.16285 4.38771  0.27
H40 -8.35146 3.20697 3.55479  0.15
C26 0.98914 1.94461 5.85889  -0.84
C27 1.53219 2.75105 4.75297  0.40
N12 1.96124 3.38821 3.87928  -0.42
H41 1.72378 1.22333 6.23223  0.27
H42 0.69010 2.56995 6.70667  0.33
H43 0.10603 1.37575 5.54905  0.28
C28 -11.01874 1.07476 7.80966  -0.81
C29 -9.86519 1.10128 6.89482  0.41
N13 -8.95380 1.12221 6.17210  -0.46
H44 -11.71314 0.26505 7.56164  0.27
H45 -10.70740 0.92683 8.84908  0.27
H46 -11.58649 2.01056 7.77201  0.26
C30 -2.00574 -6.92942 -1.70954  -0.80
C31 -1.46268 -6.12299 -2.81546  0.47
N14 -1.03363 -5.48583 -3.68915  -0.50
H47 -1.27110 -7.65071 -1.33620  0.28
H48 -2.30478 -6.30409 -0.86176  0.27
H49 -2.88885 -7.49829 -2.01938  0.32

Its spin multiplicity is 1. The value obtained for the HOMO energy is -9.78 eV. For the gap between HOMO and LUMO, the calculation gives 0.3672 Eh.

Here is a 3-piece molecular cluster, C31H49BN4O9 overall from the OMol25 dataset. Energies are from wB97M-V/def2-TZVPD.

Last column: Mulliken charge in e.
Atoms and positions in Å:
C1 0.16244 -1.84682 0.08406  -0.66
C2 0.72937 -1.16202 -1.31023  -0.22
O1 -0.18675 -0.17325 -1.90623  -0.41
B1 -0.14676 1.11523 -1.14619  0.74
O2 1.08504 1.92862 -1.17008  -0.53
C3 -1.54986 1.53650 -0.33744  0.17
C4 -2.94886 0.93636 -1.01803  -0.50
C5 -4.37745 1.25044 -0.27465  0.13
N1 -5.66282 0.68432 -0.90605  -0.60
C6 -4.36430 2.13926 1.10320  0.15
C7 -5.79515 2.43693 1.91538  -0.83
C8 -5.73655 1.55724 3.29760  -0.32
C9 -6.57207 0.14722 3.26108  0.03
O3 -6.55950 -0.59306 4.40240  -0.56
N2 -7.38929 -0.39175 2.10793  -0.13
C10 -6.77172 -1.62285 1.47504  0.49
C11 -5.39412 -2.37248 1.95948  -0.24
C12 -4.82501 -3.69706 1.11279  -0.48
C13 -5.61999 -4.31353 -0.21916  -0.39
C14 -7.01044 -3.56108 -0.68781  -0.36
C15 -7.55385 -2.25220 0.14893  -0.28
C16 -2.97152 2.77645 1.75227  0.35
N3 -3.11984 3.60417 2.99737  -0.41
C17 -1.80060 4.15557 3.45919  -0.35
C18 -0.38808 3.83842 2.71700  -0.08
N4 -0.20002 2.97583 1.50054  -0.25
C19 -1.54115 2.48183 1.03705  0.08
H1 0.64371 -1.27495 0.99395  0.09
H2 -1.00375 -1.81521 0.18972  0.19
H3 0.47631 -2.98504 0.17661  0.33
H4 1.79295 -0.66302 -1.17923  0.23
H5 0.85336 -2.03825 -2.08176  0.21
H6 1.71012 1.47984 -0.49904  0.23
H7 -2.89429 0.28871 -2.01123  0.23
H8 -6.02378 1.45674 -1.54340  0.32
H9 -6.38893 0.62652 -0.15143  0.16
H10 -6.74278 2.25924 1.25051  0.37
H11 -5.80922 3.59574 2.19676  0.36
H12 -6.16054 2.25907 4.16465  0.30
H13 -4.59997 1.35286 3.58852  0.25
H14 -8.33997 -0.63822 2.47623  0.35
H15 -4.77480 -1.96662 2.87241  0.27
H16 -3.82213 -4.25317 1.39457  0.28
H17 -5.20199 -5.25681 -0.81919  0.28
H18 -7.56586 -3.98637 -1.65424  0.26
H19 -8.55211 -1.72509 -0.22886  0.22
H20 -1.78094 4.82795 4.42406  0.30
H21 0.59046 4.33455 3.18027  0.23
C20 4.38252 -4.39757 -5.92855  -0.83
O4 4.30827 -2.98985 -5.77794  -0.24
C21 5.14595 -2.27054 -6.67881  -0.53
C22 4.42634 -1.03322 -7.22868  -0.23
O5 3.35177 -1.29746 -8.13863  -0.47
C23 2.20512 -1.97688 -7.61187  -0.29
C24 1.35843 -1.16546 -6.62187  -0.56
O6 2.06572 -0.90840 -5.41119  -0.30
C25 1.99934 0.44853 -5.00029  -0.80
H22 5.21598 -4.78990 -5.33765  0.30
H23 3.44827 -4.82628 -5.55577  0.23
H24 4.48925 -4.69385 -6.97682  0.39
H25 5.46581 -2.90350 -7.52259  0.34
H26 6.03485 -1.95611 -6.11825  0.38
H27 5.15841 -0.45724 -7.80681  0.42
H28 4.09753 -0.37154 -6.42697  0.02
H29 2.48538 -2.94644 -7.20158  0.07
H30 1.57177 -2.19585 -8.47885  0.42
H31 0.47086 -1.75049 -6.35548  0.37
H32 1.02634 -0.23917 -7.10239  0.38
H33 2.08994 1.13402 -5.84945  0.44
H34 2.83872 0.64072 -4.32591  0.22
H35 1.06492 0.62870 -4.46380  0.24
C26 5.87420 2.90634 2.76512  -0.82
O7 4.80687 2.77605 3.68908  -0.30
C27 3.54172 2.54215 3.07640  -0.27
C28 2.73986 1.49276 3.85548  -0.18
O8 3.23890 0.15204 3.77832  -0.45
C29 4.52110 -0.10000 4.36681  -0.29
C30 4.56824 -0.01740 5.89859  -0.51
O9 4.34587 1.31243 6.36140  -0.31
C31 3.38995 1.38952 7.40772  -0.83
H36 5.94141 3.94291 2.42053  0.31
H37 6.80108 2.64136 3.28114  0.24
H38 5.76394 2.23012 1.91154  0.37
H39 3.65651 2.20382 2.03367  0.25
H40 2.99617 3.49377 3.07937  0.23
H41 1.73659 1.45255 3.41533  0.37
H42 2.59423 1.78976 4.89436  0.01
H43 5.28670 0.52346 3.90629  0.08
H44 4.77280 -1.12949 4.08834  0.43
H45 5.56875 -0.31031 6.23647  0.39
H46 3.84410 -0.72105 6.32249  0.33
H47 2.54405 0.71605 7.23429  0.39
H48 3.00138 2.41147 7.43826  0.23
H49 3.86707 1.16278 8.36394  0.30

As for the SMILES: CCOB(O)c1cc(N)c(CCC(=O)Nc2ccccc2)c2nccnc12.COCCOCCOC.COCCOCCOC. Its spin multiplicity is 1. The value obtained for the HOMO energy is -8.27 eV. For the gap between HOMO and LUMO, the calculation gives 0.2515 Eh.

Here is C31H49ClFPPm as an isolated structure from the OMol25 dataset. Energies are from wB97M-V/def2-TZVPD.

Last column: Mulliken charge in e.
Atoms and positions in Å:
Pm1 0.09215 -0.09877 1.64377  -0.37
P1 0.03713 0.60006 -0.89367  0.09
Cl1 0.83910 2.30850 1.86274  -0.46
C1 -1.83943 0.70403 1.65249  -0.83
H1 -2.73230 0.08782 1.62070  -0.23
H2 -1.90222 1.77055 1.85594  0.60
C2 1.88759 0.82661 -1.02421  -0.48
C3 -0.79730 2.23237 -1.03813  0.40
C4 2.41735 0.91181 -2.45094  -0.80
H3 2.03174 1.79515 -0.51463  1.04
C5 3.91327 1.26432 -2.42974  -0.97
H4 2.28776 -0.05688 -2.95516  0.17
H5 1.86338 1.65837 -3.03742  0.29
C6 4.71551 0.24225 -1.61487  -0.79
H6 4.29367 1.32049 -3.45583  0.43
H7 4.03801 2.26165 -1.98464  0.37
C7 4.16241 0.11130 -0.19474  -1.04
H8 4.66203 -0.73408 -2.11569  0.31
H9 5.77207 0.52605 -1.58495  0.43
C8 2.65873 -0.22571 -0.20720  0.64
H10 4.70626 -0.65680 0.36636  0.46
H11 4.29636 1.05969 0.34463  0.37
H12 2.51059 -1.22657 -0.64091  0.25
H13 2.31488 -0.25909 0.84795  -0.48
C9 -0.63732 -0.54210 -2.12244  -0.19
C10 -2.31101 2.07198 -1.21361  -0.48
H14 -0.62880 2.67778 -0.03924  0.66
C11 -2.98602 3.44553 -1.11238  -0.95
H15 -2.53582 1.63524 -2.19807  0.29
H16 -2.71439 1.39099 -0.45559  -0.16
C12 -2.39006 4.43055 -2.12081  -0.69
H17 -4.06551 3.33910 -1.26905  0.44
H18 -2.84396 3.83493 -0.09414  0.33
C13 -0.87329 4.55521 -1.94289  -0.98
H19 -2.60647 4.07977 -3.13925  0.30
H20 -2.86442 5.41310 -2.01727  0.38
C14 -0.17475 3.19221 -2.04667  -0.50
H21 -0.45406 5.24309 -2.68629  0.43
H22 -0.65918 4.98212 -0.95226  0.37
H23 -0.27600 2.80696 -3.07274  0.14
H24 0.89952 3.31430 -1.85051  0.27
C15 0.05792 -1.91157 -2.17761  -0.08
H25 -1.67313 -0.70515 -1.76303  0.96
C16 -0.69044 -2.85525 -3.12711  -0.93
H26 1.09072 -1.77678 -2.52998  0.24
H27 0.11826 -2.37855 -1.18774  -0.42
C17 -0.82233 -2.25015 -4.52818  -0.80
H28 -0.17125 -3.81974 -3.17253  0.43
H29 -1.69219 -3.04916 -2.71867  0.37
C18 -1.47061 -0.86376 -4.46291  -1.05
H30 0.17638 -2.15855 -4.97697  0.33
H31 -1.40361 -2.91335 -5.17737  0.45
C19 -0.70409 0.06906 -3.50853  -0.13
H32 -1.51486 -0.41230 -5.46064  0.41
H33 -2.50634 -0.96155 -4.10796  0.36
H34 0.31419 0.21921 -3.89634  0.06
H35 -1.18685 1.05256 -3.49565  0.04
C20 0.04551 -2.46239 1.30899  0.18
C21 -1.27829 -2.09961 1.08985  -0.03
H36 0.78669 -2.34383 0.49492  0.46
C22 -2.35865 -2.43633 2.05950  -0.82
H37 -1.58840 -1.76925 0.08411  -0.04
C23 -1.79101 -2.79950 3.44091  -0.09
H38 -3.10240 -1.64501 2.14097  0.38
H39 -2.88677 -3.31028 1.64504  0.47
C24 -0.68151 -3.83990 3.30248  -1.10
H40 -1.38510 -1.89249 3.91706  -0.37
H41 -2.59586 -3.17139 4.08573  0.47
C25 0.48781 -3.30839 2.44937  -0.57
H42 -0.31288 -4.14943 4.28612  0.42
H43 -1.09981 -4.73447 2.82199  0.38
H44 1.19983 -2.76222 3.09533  0.06
H45 1.04971 -4.14929 2.01958  0.45
F1 0.54903 -0.09868 8.16070  -0.37
C26 0.42018 -0.08179 6.78993  0.38
C27 1.46897 -0.54168 6.00644  -0.87
C28 1.32781 -0.52168 4.59972  -0.28
C29 0.15888 -0.06449 4.05786  0.13
C30 -0.87462 0.41528 4.82127  -0.18
C31 -0.75268 0.40185 6.22837  -0.62
H46 2.38640 -0.91084 6.45736  0.38
H47 2.15769 -0.87000 3.98121  0.26
H48 -1.79346 0.80014 4.37731  0.22
H49 -1.56597 0.76683 6.85048  0.39

Its spin multiplicity is 5. The value obtained for the HOMO energy (spin up / spin down) is -2.08 / -2.10 eV. As for the expectation value of S²: 6.0210. Its net charge is -1. For the gap between HOMO and LUMO (spin up / spin down), the calculation gives 0.1605 / 0.1611 Eh.

Here is C31H49F6GeN7O6S5Sr as an isolated structure from the OMol25 dataset. Energies are from wB97M-V/def2-TZVPD.

Last column: Mulliken charge in e.
Atoms and positions in Å:
Sr1 2.27113 0.15872 -0.01592  1.37
C1 -1.79159 -2.32127 5.01406  -0.55
C2 -0.31805 -2.00750 4.77809  -1.05
S1 0.16511 -1.59792 3.08127  0.31
C3 -0.77739 -0.06465 2.83031  -0.08
C4 -2.21549 -0.20854 2.31891  -0.89
S2 -2.49407 -1.57408 1.15046  0.28
C5 -4.02269 -2.28749 1.81621  -0.90
C6 -4.02028 -2.71183 3.29311  -1.03
S3 -2.53024 -3.55770 3.90281  -0.03
H1 -2.37883 -1.40963 4.92204  0.28
H2 -1.90773 -2.69719 6.03093  0.52
H3 0.30158 -2.86699 5.03721  0.43
H4 -0.03692 -1.17462 5.42631  0.40
H5 -0.19229 0.51070 2.11006  -0.78
H6 -0.78552 0.47295 3.77992  0.65
H7 -2.46817 0.71461 1.79888  0.16
H8 -2.89306 -0.36509 3.15444  0.39
H9 -4.20622 -3.14868 1.17346  0.48
H10 -4.84084 -1.57750 1.67854  0.48
H11 -4.85337 -3.39426 3.46005  0.46
H12 -4.17543 -1.84865 3.93854  0.50
F1 2.84533 -3.31753 2.02208  -0.20
C7 2.85412 -3.88369 0.82401  0.34
F2 1.86686 -4.76720 0.72517  -0.15
F3 4.01536 -4.48412 0.61755  -0.20
S4 2.58124 -2.62993 -0.51590  1.75
O1 1.27138 -2.01024 -0.18211  -0.44
O2 2.78600 -3.37747 -1.71568  -0.64
N1 3.91158 -1.55123 -0.23379  -1.16
S5 4.13149 -0.74868 -1.74805  1.22
O3 4.90622 0.44788 -1.54095  -0.68
O4 2.81495 -0.49148 -2.35504  -0.26
C8 5.14815 -1.92133 -2.84033  0.54
F4 5.58428 -2.93643 -2.12454  -0.17
F5 6.18245 -1.21097 -3.27321  -0.19
F6 4.41965 -2.31760 -3.86490  -0.14
C9 2.93117 1.15116 3.76290  -0.93
Ge1 2.32751 2.82030 2.89444  0.55
C10 0.62435 3.44703 3.66382  -1.05
C11 3.67857 4.19468 3.32503  -1.32
C12 2.15464 2.57268 0.98796  -0.87
H13 2.99947 1.21240 4.84950  0.38
H14 3.92747 0.91584 3.37587  0.29
H15 2.27385 0.31739 3.50172  0.03
H16 0.62706 3.41181 4.75458  0.43
H17 -0.21656 2.85167 3.30372  0.13
H18 0.46488 4.48217 3.35966  0.35
H19 3.85341 4.29698 4.39790  0.37
H20 3.34272 5.15928 2.94132  0.34
H21 4.62985 3.94664 2.85131  0.36
H22 3.08241 2.95167 0.52719  0.64
H23 1.33902 3.20018 0.62157  -0.42
O5 -3.07047 -5.31839 0.97346  -0.44
C13 -2.09124 -6.05532 0.28289  -0.58
N2 -1.29373 -5.21817 -0.57916  0.14
C14 -1.21462 -5.40579 -1.92178  0.26
O6 -1.72187 -6.34409 -2.50913  -0.69
C15 -0.42023 -4.36833 -2.64850  1.02
C16 0.37204 -4.74884 -3.72635  -0.61
C17 1.05035 -3.76599 -4.42017  -0.91
C18 0.89929 -2.44784 -4.01106  -0.31
N3 0.11838 -2.06265 -3.00812  0.27
C19 -0.52810 -3.01974 -2.34833  -1.59
H24 -2.61796 -4.79377 1.64883  0.00
H25 -2.59902 -6.77193 -0.35642  0.39
H26 -1.44561 -6.58828 0.98803  0.33
H27 -0.79406 -4.44544 -0.16744  -0.05
H28 0.44938 -5.79606 -3.98702  0.50
H29 1.70606 -4.00572 -5.24590  0.49
H30 1.45162 -1.65853 -4.51419  0.36
H31 -1.16295 -2.68474 -1.53242  1.10
N4 1.58358 0.90781 -7.40376  -0.52
C20 1.46954 1.16231 -6.28939  -0.20
C21 1.32593 1.47179 -4.89593  0.66
C22 0.30835 0.89345 -4.15169  -1.09
C23 0.22994 1.20690 -2.80221  0.09
N5 1.06101 2.05127 -2.19469  0.23
C24 2.02905 2.60407 -2.92906  -0.46
C25 2.21569 2.34592 -4.27332  -0.96
H32 -0.38549 0.19286 -4.59196  0.54
H33 -0.52994 0.74710 -2.17956  0.56
H34 2.68321 3.29297 -2.40460  0.52
H35 3.02202 2.80823 -4.82391  0.54
C26 -3.96439 5.31027 -1.15997  -1.09
C27 -2.98897 4.47926 -1.99183  -0.79
N6 -1.98340 3.77642 -1.20909  0.58
C28 -0.78413 4.51406 -0.83206  -0.04
C29 -0.85122 5.12431 0.56599  -0.89
C30 -2.19012 2.51567 -0.71251  0.89
C31 -3.47218 1.81972 -1.09695  -1.73
N7 -1.39061 1.86462 0.04861  0.41
H36 -4.77621 5.68271 -1.78653  0.41
H37 -3.46923 6.16904 -0.70766  0.29
H38 -4.39822 4.71117 -0.35853  0.23
H39 -2.46038 5.13245 -2.68937  0.43
H40 -3.54119 3.76257 -2.59584  0.44
H41 -0.64336 5.29867 -1.57730  0.48
H42 0.06928 3.83905 -0.89593  -0.59
H43 -1.62989 5.88409 0.63392  0.38
H44 0.10338 5.58809 0.81885  0.41
H45 -1.05884 4.35769 1.31285  -0.02
H46 -3.53758 1.68394 -2.17797  0.45
H47 -4.35418 2.37420 -0.77437  0.37
H48 -3.46604 0.83862 -0.62815  0.15
H49 -0.50119 2.31310 0.24423  -0.63

Its spin multiplicity is 1. The value obtained for the HOMO energy is -7.10 eV. For the gap between HOMO and LUMO, the calculation gives 0.2489 Eh. The value obtained for the energy above the lowest of the compared OMol25 structures with the same formula, charge and spin is 3.4244 eV.